ORCA calculation (ωB97M-V/def2-TZVPD) on C15H30O9S as an isolated structure.

Properties
ΔE to the lowest compared entry with this formula, charge and spin = 0.0 kcal/mol
total energy = -45301.6374 eV
HOMO level = -9.14 eV

```
55
Properties=species:S:1:pos:R:3:forces:R:3
S -1.47540 3.14763 1.82559 -0.15 -0.20 0.21
O 4.90050 -1.10440 1.42823 -0.12 0.06 0.04
O -3.58784 2.59091 -2.62206 0.01 0.02 -0.02
O 2.47316 0.16992 1.90569 -0.08 0.05 -0.15
O -2.77275 3.64652 2.08864 -0.08 0.04 -0.03
O 2.08559 0.86870 4.03974 0.05 0.01 0.08
O -0.85023 2.58548 3.17233 0.14 0.02 -0.07
O 2.10538 -3.02374 -1.84529 0.01 0.03 0.08
O -1.59011 1.72805 1.13249 0.11 0.07 -0.06
O -0.50689 3.93199 1.14407 0.04 0.13 -0.08
C -3.25434 3.34869 -1.45327 -0.03 0.01 -0.01
C 2.22710 -5.25169 -2.61748 -0.01 0.00 0.00
C 2.66691 -0.12304 3.26587 0.07 -0.12 0.09
C 0.67712 0.88778 3.96775 -0.11 0.00 0.01
C -1.20487 -0.45909 1.99726 -0.01 0.01 0.04
C -5.56321 3.63073 -1.85194 -0.01 -0.01 0.00
C 3.83747 -1.38734 0.53321 0.00 0.01 -0.07
C 0.17124 1.63918 2.74145 -0.04 0.07 -0.06
C 2.44902 -0.93571 1.02440 0.05 -0.05 -0.05
C 2.67246 -4.29382 -1.52050 0.00 -0.03 -0.02
C -4.92918 2.87742 -3.01484 -0.01 0.00 0.00
C -4.36030 4.38013 -1.28333 0.01 0.02 0.01
C 2.14637 -4.31571 -3.82178 0.01 0.00 0.00
C -0.53394 0.84409 1.60639 0.07 -0.12 0.09
C 1.60071 -3.04508 -3.18444 -0.01 0.02 -0.02
H -0.52725 -1.30322 1.86443 0.02 0.03 0.06
H -2.07284 -0.60985 1.35767 0.07 -0.06 -0.08
H -4.15002 5.26848 -1.88285 0.00 0.00 0.00
H 0.50650 -3.05613 -3.15398 0.00 0.00 0.00
H 1.90864 -1.77797 1.47851 0.05 0.05 0.13
H -5.95470 2.92940 -1.11202 0.01 0.00 0.00
H 1.87085 -0.61148 0.15789 0.00 -0.13 -0.04
H -3.21828 2.67323 -0.59501 0.00 0.00 0.00
H 3.14292 -4.13945 -4.23127 0.00 0.00 0.00
H 2.32702 -4.58728 -0.52731 0.00 0.00 0.00
H 4.86606 -1.71846 2.16436 0.04 -0.14 0.07
H -4.91762 3.49309 -3.92149 0.00 0.00 0.00
H 4.08048 -0.87138 -0.39399 0.05 0.04 0.06
H -4.48100 4.68539 -0.24511 0.00 -0.01 0.00
H 0.31566 1.41808 4.84808 0.08 0.01 0.00
H 0.29807 -0.13744 4.01277 -0.04 0.03 -0.03
H 2.20284 -1.10151 3.48205 0.05 -0.02 0.03
H 3.76467 -4.20676 -1.49611 0.00 0.00 0.00
H -1.55316 -0.44830 3.03012 -0.08 0.05 -0.03
H 0.17766 0.69440 0.79663 -0.15 0.08 -0.05
H 3.79354 -2.45741 0.31214 -0.03 0.04 -0.11
H -6.37593 4.28323 -2.16886 0.00 0.00 0.00
H 0.99732 2.21340 2.32431 0.00 -0.03 0.04
H 1.92228 -2.13477 -3.69098 0.00 0.00 0.00
H 1.24129 -5.66126 -2.38866 0.00 0.01 0.00
H 1.50855 -4.68825 -4.62173 0.00 0.00 0.00
H 2.91948 -6.08093 -2.75438 0.00 0.00 0.00
H -2.26809 3.79388 -1.59068 0.01 -0.02 0.00
H 3.72432 -0.13569 3.53280 0.00 0.05 -0.07
H -5.43320 1.93739 -3.24549 0.00 0.00 0.00
```
Positions in Å, forces in eV/Å.

***

ORCA calculation (ωB97M-V/def2-TZVPD) on C48H57N9O2PSW as an isolated structure in a non-equilibrium geometry.

Properties
ΔE to the lowest compared entry with this formula, charge and spin = 4.8 kcal/mol
total energy = -90152.0653 eV
spin multiplicity = 3
net charge = +1
HOMO level (alpha / beta) = -8.52 / -9.86 eV
<S²> = 2.021

```
119
Properties=species:S:1:pos:R:3:forces:R:3
W 0.29748 -0.78501 0.30478 -0.60 -0.27 1.08
S 0.48347 0.72468 -1.19186 -0.13 1.42 -0.93
P -2.08273 -2.63051 -2.87331 -0.20 0.05 -0.07
O -2.18075 -3.49959 1.01504 0.73 0.61 -1.48
O -1.10343 -2.04718 -0.33230 0.69 0.51 0.56
N 1.78543 -1.98064 -0.82796 0.88 -0.23 2.18
N 1.09723 2.31904 -5.44624 0.63 -0.77 1.04
N 2.93035 -2.62452 1.14542 1.13 -0.35 1.48
N 2.83935 3.71417 -6.46954 0.33 -0.89 -0.29
N -1.07191 0.13132 1.74592 0.00 0.19 -2.41
N 2.34162 3.94222 -4.08955 -1.25 0.36 -0.58
N 3.46453 1.94736 -4.90691 0.14 0.02 1.83
N 1.49564 0.44864 1.61154 -0.79 -0.65 0.93
N 0.78993 -2.18619 2.01297 -1.35 -1.03 0.55
C -3.36872 0.04922 6.14063 0.77 -0.60 0.67
C -1.32832 1.01881 3.89710 -1.89 0.07 0.54
C 2.83925 -2.57609 -0.24025 0.04 -0.56 0.67
C -3.68991 1.01315 4.98888 -2.17 -0.25 0.81
C -0.54481 0.69775 2.84355 0.18 -0.92 -0.94
C 0.90723 0.86726 2.76464 0.30 0.21 0.53
C -2.83589 -3.19638 -5.47390 0.96 1.02 0.17
C 2.01139 -2.68679 2.19023 -0.85 -0.63 0.80
C 3.54486 1.28529 2.48837 -1.24 -0.99 -1.01
C 3.09543 2.75724 5.98850 0.22 -1.15 0.89
C -2.73507 0.76855 3.79925 1.07 0.53 1.16
C 0.11364 -3.02315 4.18279 -2.09 1.70 -0.39
C 1.62306 1.44276 3.80949 -0.08 0.83 0.42
C -3.73575 2.46516 5.57636 1.15 -1.14 -2.29
C -5.15230 0.66939 4.55587 -0.40 0.45 0.43
C 3.92146 -3.12940 -0.92099 -1.09 1.16 -2.47
C -4.68211 -4.46203 -6.21919 -0.29 -0.90 -2.50
C -3.71604 1.01665 -2.17979 -0.42 1.25 -0.65
C -4.91281 0.76452 -1.54550 -1.88 -0.58 0.25
C 1.43044 -3.31770 4.47912 0.02 -0.09 -1.35
C 3.83493 2.56738 4.67207 -0.48 -0.04 -0.20
C -2.93520 -0.02778 -2.68776 -0.19 1.50 -0.12
C -0.22015 -2.47913 2.94336 1.72 0.41 -0.97
C 3.95474 -2.84448 -2.30932 0.64 0.12 0.86
C -4.89587 -4.92636 -4.98070 -0.72 -0.31 2.19
C 4.15274 3.94577 4.08523 0.49 -0.23 0.48
C 2.79812 0.57728 1.51827 2.25 1.23 0.77
C -3.61570 -3.64054 -6.51080 -0.50 -0.21 0.98
C 3.36921 2.97297 -3.76713 -2.90 -1.88 -1.39
C -4.10403 -4.43965 -3.94203 -0.32 0.04 0.59
C 1.85916 -1.78239 -2.11539 -1.14 0.53 -1.70
C 1.53195 3.04762 -6.63952 0.39 -0.17 0.64
C -2.14801 -3.82097 -1.40438 -0.93 1.18 -0.55
C 2.15704 1.29936 -5.07246 -0.67 0.16 -1.51
C 3.83470 2.65814 -6.13317 0.29 0.75 1.04
C 2.34431 -3.29453 3.43756 0.22 0.62 -0.74
C -4.52737 -1.57532 -1.82230 0.31 1.58 -0.24
C 2.68721 4.61392 -5.35146 2.38 0.57 1.24
C 2.95741 -2.08878 -2.88544 -1.08 -0.46 0.30
C -5.39873 -0.54847 -1.45411 1.02 -0.68 0.13
C 1.04108 3.23875 -4.31771 1.05 0.37 0.03
C -3.22837 0.26291 2.60799 -0.01 0.57 -0.71
C 2.96203 1.77029 3.65590 1.07 -0.17 -0.04
C 5.13587 1.83584 4.91836 0.07 -1.06 0.32
C -2.39754 0.05852 1.50535 0.74 -0.49 0.92
C -3.06212 -3.53575 -4.13477 -0.58 -0.59 -0.63
C -3.29658 -1.32058 -2.44192 -0.27 -0.95 0.67
C -1.78303 -3.12438 -0.09279 -1.47 -1.16 0.29
H 3.37964 0.17617 0.66960 -0.92 0.19 0.27
H -2.65900 -0.24509 0.46592 -0.21 0.17 1.12
H -0.84422 1.43201 4.76126 -0.33 0.19 0.40
H 3.59897 3.39885 6.73040 0.01 -0.12 -0.59
H -6.39013 -0.84530 -1.09661 0.37 0.53 0.06
H 1.98063 5.38354 -5.58177 -0.70 0.35 -0.13
H -4.80133 -2.56349 -1.65668 -0.62 -1.71 0.20
H -2.04987 -2.47717 -5.68899 0.11 -0.12 -0.03
H 3.23838 4.51224 4.01129 -0.23 0.54 0.21
H -4.11762 0.04794 7.01334 0.93 0.02 -1.61
H -2.39595 0.34618 6.56059 -0.16 -0.07 0.16
H 4.24694 3.50553 -3.69470 2.32 0.78 0.33
H 3.86631 -2.94605 1.42559 -0.85 0.25 -0.08
H -3.18614 -0.97768 5.74120 -0.52 0.54 0.45
H 4.70680 -3.70717 -0.49189 0.25 -0.18 0.56
H 2.21731 0.56314 -5.93485 0.05 0.74 0.92
H 4.96762 0.84906 5.31001 -0.49 -0.55 0.66
H -5.21610 -0.38646 4.31335 -0.09 -0.17 -0.36
H -3.47738 -3.35242 -7.51050 0.46 0.51 -1.07
H 3.84121 1.92198 -6.90946 0.09 -0.30 -0.77
H 4.57125 1.34532 2.24865 1.00 0.40 0.11
H -2.11418 0.19209 -3.35197 0.42 0.08 0.24
H -5.75612 -5.58289 -4.75409 0.71 0.35 -0.15
H 2.94730 1.77949 6.48875 0.19 0.30 -0.16
H 3.33850 -3.69153 3.51965 0.32 -0.07 0.35
H -2.70839 2.78764 5.62563 0.36 0.58 0.28
H 0.87858 2.69345 -3.39658 -0.65 -0.15 0.13
H -4.17674 2.50221 6.54165 -0.54 -0.06 0.68
H 1.58352 2.27243 -7.38139 0.14 0.06 -0.92
H -5.29424 -4.87162 -7.02573 0.08 0.38 0.07
H -5.62694 1.53908 -1.21716 0.83 -0.05 -0.28
H 5.69579 1.56391 4.05350 0.48 0.52 -1.04
H -5.92067 0.79124 5.37273 1.08 0.26 -0.60
H 4.90088 4.41206 4.80129 -0.87 -0.18 -1.28
H 0.27674 3.97630 -4.54364 -0.16 0.18 0.34
H -1.22697 -2.22106 2.55003 0.80 -0.33 0.88
H -0.70304 -2.95520 4.92952 0.78 -0.64 -0.38
H 3.66816 5.14655 -5.13923 -0.90 -0.54 -0.51
H -4.28669 0.13980 2.55805 -0.29 -0.21 -0.55
H 4.89461 3.04763 -5.99109 -1.43 -0.07 -0.30
H 3.06285 2.48806 -2.81978 0.47 -0.05 -0.49
H -5.46392 1.29836 3.69541 0.00 -0.44 0.50
H -3.57253 2.09127 -2.41610 0.63 -0.91 0.18
H 1.16697 1.76384 4.75663 -0.19 -0.41 -0.76
H 1.79128 0.74306 -4.17520 0.54 0.62 -0.44
H 2.10489 3.12359 5.83311 -0.64 0.71 -0.10
H 0.81301 3.82873 -6.88625 -0.20 -0.20 -0.11
H 1.66198 -3.61219 5.47191 0.52 -0.41 0.56
H 4.49561 3.82701 3.05427 0.54 0.26 0.24
H 4.81219 -3.14810 -2.89083 0.02 -0.20 -0.07
H 5.81106 2.30662 5.61587 0.01 0.56 0.17
H -4.42367 -4.72336 -2.95847 0.18 -0.20 0.52
H 0.94607 -1.30663 -2.50617 0.80 -0.37 -0.27
H -3.13766 -4.30095 -1.36022 0.76 -0.28 0.26
H -4.25853 3.05937 4.83223 -0.09 0.47 0.28
H -1.33760 -4.42440 -1.77376 0.17 -1.06 0.45
H 2.80156 -1.81469 -3.90239 0.79 -0.09 -0.77
```
Positions in Å, forces in eV/Å.

***

ORCA calculation (ωB97M-V/def2-TZVPD) on one molecule with the formula C3H4FNS2 in a non-equilibrium geometry.

Properties
ΔE to the lowest compared entry with this formula, charge and spin = 68.2 kcal/mol
total energy = -29050.0848 eV
HOMO level = -8.84 eV

```
11
Properties=species:S:1:pos:R:3:forces:R:3
S -0.36389 1.50137 -0.44162 2.19 0.29 0.33
S 2.01892 -1.24469 -0.30397 0.13 -0.69 0.08
F -2.78889 -1.34967 0.09258 -1.62 -0.16 1.28
N 2.28229 0.35050 0.36504 -0.23 -1.69 -0.10
C -1.24435 0.02603 -0.58698 -2.35 -1.46 -0.52
C -2.18058 -0.18315 0.35309 2.64 -2.53 -4.58
C 1.35691 1.22185 0.34514 -0.18 -0.97 -1.77
H 3.12607 -2.15316 -0.00484 -1.18 2.29 0.11
H -1.57601 -0.72713 -1.47695 2.20 2.03 1.55
H -2.44474 0.39760 1.12704 -1.12 1.50 2.99
H 1.81428 2.16045 0.53147 -0.49 1.38 0.64
```
Positions in Å, forces in eV/Å.

***

Among the records above, which one has the lowest ΔE to the lowest compared entry with this formula, charge and spin? C15H30O9S